Computed, not measured: a structure of composition C33H53ClF6N2O12S5Si3Zr at a distorted geometry, with the ωB97M-V functional and the def2-TZVPD basis.

Output
Net charge: -2
HOMO (eV): -2.940

The geometry in XYZ format:
```
116
Properties=species:S:1:pos:R:3:forces:R:3
Zr 0.472 -1.369 -0.668 -0.57 0.67 0.42
C -2.616 -2.010 3.964 0.04 0.10 0.07
Si -1.659 -1.029 2.633 0.09 -0.09 -0.35
C -2.922 0.278 2.146 -0.07 0.04 0.15
C -0.241 -0.274 3.621 -0.10 0.02 0.10
C -1.133 -2.090 1.169 0.06 -0.06 0.25
C -2.172 -2.231 0.139 0.00 0.04 -0.16
C -3.556 -2.446 0.247 0.07 0.01 0.05
C -4.297 -2.594 -0.904 -0.09 -0.02 -0.03
C -3.691 -2.525 -2.158 0.05 0.00 -0.06
C -2.337 -2.280 -2.221 -0.16 0.12 0.24
N -1.635 -2.130 -1.086 0.31 -0.08 -0.37
Si -0.594 -3.789 1.740 0.11 0.31 -0.28
C 0.555 -3.771 3.234 -0.10 -0.13 0.04
C -2.052 -4.923 2.173 0.06 -0.09 0.01
C 0.313 -4.702 0.379 -0.07 -0.33 0.18
H -2.921 -1.290 4.733 -0.01 -0.04 0.00
H -2.011 -2.775 4.456 0.00 -0.01 -0.02
H -3.521 -2.490 3.584 0.01 0.01 -0.03
H -3.176 0.840 3.052 -0.01 0.04 -0.02
H -3.848 -0.179 1.787 0.01 -0.02 0.00
H -2.575 0.984 1.394 0.04 -0.04 0.00
H -0.634 0.601 4.152 0.04 0.00 0.00
H 0.599 0.049 3.011 -0.05 -0.01 -0.05
H 0.116 -0.974 4.381 0.01 0.00 -0.01
H -4.017 -2.516 1.224 0.02 0.00 0.00
H -5.365 -2.770 -0.834 0.00 0.00 0.00
H -4.260 -2.638 -3.070 0.00 0.00 0.01
H -1.792 -2.161 -3.151 -0.04 -0.03 -0.05
H 0.557 -4.780 3.662 0.07 0.03 0.00
H 0.250 -3.082 4.021 -0.03 0.00 0.00
H 1.571 -3.517 2.932 -0.01 0.01 -0.05
H -2.514 -4.684 3.132 0.01 0.04 -0.01
H -1.677 -5.952 2.228 -0.03 0.02 0.03
H -2.831 -4.903 1.407 0.03 0.03 -0.03
H 1.290 -4.303 0.103 0.00 0.12 0.07
H -0.272 -4.805 -0.536 -0.05 0.02 0.01
H 0.489 -5.715 0.765 0.06 0.01 -0.12
F 1.898 -6.511 -3.960 0.11 -0.07 -0.14
C 1.236 -5.768 -3.068 -0.13 0.00 0.01
F -0.020 -6.241 -3.008 -0.08 -0.04 0.04
F 1.807 -5.972 -1.880 0.03 -0.02 0.16
S 1.203 -3.984 -3.563 -0.07 -0.87 0.49
O 0.306 -3.454 -2.542 0.01 0.08 -0.32
O 0.831 -4.134 -4.928 -0.09 0.06 -0.13
N 2.762 -3.763 -3.294 0.06 0.03 -0.37
S 3.322 -2.829 -2.212 0.02 -0.39 0.40
O 4.498 -3.378 -1.608 -0.02 0.02 -0.01
O 2.281 -2.430 -1.249 0.11 0.38 0.03
C 3.981 -1.242 -2.962 0.09 -0.02 -0.12
F 3.171 -0.214 -2.890 0.11 -0.01 -0.01
F 4.325 -1.494 -4.224 -0.01 0.13 0.10
F 5.105 -0.928 -2.290 -0.09 0.02 -0.06
C -1.880 3.299 -3.578 0.03 -0.02 -0.13
C -2.793 2.726 -2.500 0.06 -0.08 0.04
C -3.601 1.565 -3.064 -0.08 -0.12 0.00
C -3.718 3.803 -1.937 -0.02 -0.04 0.01
O -2.019 2.158 -1.448 -0.23 0.02 -0.07
Si -0.912 2.634 -0.371 0.15 0.06 -0.04
S 0.114 1.019 0.439 -0.13 -0.42 0.09
O -1.817 3.419 0.772 -0.12 -0.07 0.14
C -1.469 4.243 1.874 0.00 0.06 -0.09
C -2.699 4.282 2.779 -0.01 0.03 -0.03
C -0.281 3.682 2.645 0.10 0.04 0.13
C -1.163 5.647 1.357 0.05 0.12 0.03
O 0.087 3.796 -0.946 0.05 0.23 -0.22
C 1.460 3.964 -1.321 0.02 -0.07 0.04
C 1.970 2.810 -2.166 0.12 0.10 -0.11
C 1.509 5.267 -2.113 0.02 0.02 0.01
C 2.294 4.087 -0.050 0.05 0.00 0.05
H -2.472 3.633 -4.436 -0.01 0.00 0.06
H -1.179 2.536 -3.923 -0.02 0.01 0.05
H -1.317 4.147 -3.193 0.05 0.04 0.06
H -4.231 1.898 -3.892 0.00 0.01 -0.02
H -4.237 1.144 -2.281 0.02 0.02 -0.02
H -2.929 0.779 -3.417 0.00 0.07 0.01
H -4.371 4.197 -2.723 0.05 -0.03 0.01
H -3.141 4.627 -1.516 0.06 0.02 0.02
H -4.339 3.384 -1.143 0.02 -0.01 0.01
H -2.903 3.290 3.178 -0.01 -0.06 0.00
H -3.568 4.605 2.201 0.01 0.00 0.00
H -2.551 4.975 3.612 0.03 -0.01 -0.02
H -0.475 2.655 2.953 -0.01 -0.02 -0.04
H -0.101 4.288 3.539 -0.01 0.00 -0.02
H 0.630 3.686 2.043 -0.10 -0.03 0.01
H -2.057 6.081 0.901 0.01 -0.03 -0.03
H -0.378 5.608 0.602 -0.04 -0.02 0.03
H -0.841 6.300 2.173 -0.02 -0.02 0.01
H 1.417 2.718 -3.102 -0.03 -0.01 0.06
H 1.893 1.868 -1.630 0.00 -0.02 0.04
H 3.025 2.976 -2.407 -0.03 0.02 0.00
H 0.890 5.183 -3.007 -0.02 -0.01 0.01
H 2.534 5.483 -2.424 -0.01 -0.01 0.01
H 1.143 6.099 -1.507 -0.01 -0.01 0.00
H 2.267 3.145 0.504 -0.01 0.01 -0.02
H 1.907 4.890 0.584 0.03 -0.01 -0.02
H 3.337 4.308 -0.294 -0.02 -0.01 -0.03
O -0.801 -1.427 -4.931 -0.05 0.06 -0.13
S 0.430 -0.784 -4.497 -0.77 0.59 0.13
O 0.895 0.305 -5.333 -0.04 -0.06 -0.08
O 1.474 -1.750 -4.181 0.77 0.08 -0.06
S -0.044 0.158 -2.678 0.27 -0.47 0.29
Cl 7.089 -0.903 5.079 0.01 -0.01 0.00
C 5.810 -0.888 3.884 0.04 0.01 0.02
C 6.115 -0.546 2.576 -0.05 0.00 -0.01
C 5.094 -0.522 1.640 -0.01 0.01 0.03
C 3.795 -0.855 2.009 0.06 0.07 -0.07
C 3.515 -1.207 3.321 -0.01 -0.05 0.03
C 4.524 -1.217 4.273 -0.01 0.00 -0.01
C 2.717 -0.817 0.969 -0.02 0.06 -0.13
O 2.852 -0.142 -0.054 0.12 -0.06 -0.05
O 1.663 -1.517 1.187 -0.01 0.02 -0.03
H 7.133 -0.306 2.302 0.00 0.01 0.01
H 5.285 -0.251 0.610 0.00 -0.01 0.00
H 2.501 -1.468 3.593 -0.01 0.01 -0.01
H 4.320 -1.479 5.303 0.00 0.00 0.00
```
Forces are in eV/Å.

***

Computed, not measured: a cluster of 2 separate species, C33H53I2N2O4Si in total at a distorted geometry, with the ωB97M-V functional and the def2-TZVPD basis.

Output
Net charge: +1
HOMO (eV): -10.872

The geometry in XYZ format:
```
95
Properties=species:S:1:pos:R:3:forces:R:3
C 1.498 2.810 6.944 0.72 0.01 0.30
O 0.106 2.815 6.753 -0.27 -0.16 -0.14
C -0.255 2.769 5.376 0.94 0.68 -0.27
C -1.129 3.978 4.976 -0.35 -0.38 0.15
C -2.605 3.646 4.667 0.15 0.07 -0.28
C -2.814 2.534 3.612 0.53 0.23 0.53
C -1.993 2.742 2.304 -0.47 -0.69 -0.17
C -2.873 2.690 1.021 -0.18 -0.37 0.54
C -2.735 1.336 0.251 -0.76 0.80 0.62
C -1.394 1.296 -0.477 -0.42 1.13 0.12
C -1.228 2.482 -1.474 0.52 -0.09 -0.34
I -2.978 3.108 -2.547 0.11 0.14 0.05
N -0.161 2.260 -2.468 -0.89 -0.58 0.86
C 0.951 1.663 -1.740 0.08 0.14 0.03
C 2.250 1.854 -2.528 0.25 1.71 0.92
C 2.637 3.370 -2.399 0.55 -1.05 -1.20
O 2.185 4.020 -3.588 0.05 0.84 1.05
Si 2.839 5.562 -3.893 -0.41 0.66 -1.26
C 1.452 6.811 -4.247 0.55 -0.29 -0.02
C 3.817 5.413 -5.511 -0.18 0.21 0.32
C 3.860 6.279 -2.481 -0.33 -0.59 -0.48
C 0.597 0.200 -1.305 0.68 0.50 -0.69
I 1.467 -1.142 -2.754 -0.18 -0.28 0.31
N -0.902 -0.033 -1.035 0.36 0.17 0.45
C -1.581 -0.539 -2.254 -1.31 -0.12 -0.91
C -3.123 -0.539 -2.256 -1.78 -0.35 0.75
O -3.815 -1.002 -1.376 1.23 0.59 -0.59
O -3.737 -0.059 -3.374 1.19 -0.88 0.40
C -1.032 -1.025 0.118 -0.09 -1.13 1.04
C -0.265 -2.312 0.002 0.11 -0.32 -0.40
C -0.865 -3.431 -0.546 -1.15 0.68 -0.39
C -0.218 -4.636 -0.659 -0.40 -0.20 -0.20
C 1.075 -4.785 -0.188 -0.19 -0.79 -0.80
C 1.728 -6.141 -0.295 0.08 0.04 1.13
C 1.689 -3.672 0.360 0.99 -0.61 0.26
C 1.036 -2.479 0.455 -0.21 1.54 0.49
H 1.979 1.878 6.603 -0.23 0.13 -0.06
H 1.997 3.657 6.442 -0.23 -0.16 -0.03
H 1.730 2.908 8.010 -0.35 -0.04 -0.13
H 0.686 2.859 4.808 -0.25 -0.18 -0.05
H -0.680 1.794 5.103 -0.15 0.16 0.30
H -1.108 4.692 5.808 0.08 -0.15 -0.14
H -0.657 4.484 4.126 -0.16 -0.06 0.10
H -3.098 3.346 5.600 -0.01 0.09 -0.21
H -3.090 4.562 4.303 0.02 -0.12 0.20
H -2.501 1.594 4.085 -0.17 0.07 -0.21
H -3.887 2.431 3.418 0.18 0.07 -0.11
H -1.310 1.876 2.265 0.19 0.42 -0.05
H -1.381 3.646 2.355 -0.15 -0.09 -0.05
H -3.913 2.687 1.369 0.13 0.18 -0.27
H -2.779 3.565 0.375 0.15 -0.14 0.08
H -3.632 1.255 -0.366 0.45 -0.17 -0.31
H -2.861 0.598 1.053 0.39 -0.20 -0.41
H -0.681 1.526 0.329 0.14 -0.35 -0.32
H -0.910 3.334 -0.856 -0.58 -0.07 0.02
H 0.062 3.191 -2.814 0.44 -0.29 -0.39
H 1.107 2.240 -0.804 -0.01 -0.39 -0.01
H 3.104 1.323 -2.096 -0.41 -0.38 -0.14
H 2.148 1.695 -3.602 -0.03 -0.41 0.22
H 3.737 3.405 -2.401 -0.22 0.09 0.35
H 2.261 3.823 -1.471 0.00 0.04 -0.21
H 0.538 6.343 -4.625 0.01 0.15 0.28
H 1.284 7.452 -3.374 -0.35 -0.19 -0.15
H 1.827 7.460 -5.050 -0.10 -0.06 0.18
H 4.897 5.434 -5.328 -0.14 -0.27 -0.19
H 3.580 6.275 -6.147 0.11 -0.09 0.18
H 3.512 4.528 -6.082 0.27 0.02 0.20
H 4.664 5.593 -2.197 -0.06 0.29 0.23
H 3.179 6.497 -1.650 0.37 -0.01 0.06
H 4.297 7.214 -2.852 -0.07 -0.14 0.15
H 1.085 0.041 -0.343 -0.03 -0.29 -0.26
H -1.347 -1.605 -2.368 0.35 0.29 0.03
H -1.256 0.016 -3.137 0.37 0.03 0.41
H -3.090 -0.076 -4.097 -0.27 0.46 -0.14
H -2.083 -1.291 0.263 0.06 0.38 -0.53
H -0.736 -0.539 1.056 0.14 0.38 -0.48
H -1.891 -3.321 -0.904 0.12 -0.24 0.08
H -0.766 -5.450 -1.127 0.28 -0.06 0.15
H 2.692 -6.139 -0.811 -0.26 0.05 -0.14
H 1.937 -6.468 0.736 0.10 -0.04 -0.26
H 1.039 -6.890 -0.692 0.24 0.19 -0.25
H 2.711 -3.781 0.718 -0.15 0.17 0.03
H 1.504 -1.600 0.903 0.26 -0.37 0.06
C -0.432 -9.254 1.270 0.01 0.02 -0.04
C -0.859 -9.330 -0.050 0.04 0.01 0.03
C -1.038 -10.567 -0.652 -0.01 0.01 -0.03
C -0.798 -11.730 0.067 0.00 0.00 0.00
C -0.375 -11.655 1.387 0.01 -0.01 0.00
C -0.188 -10.417 1.987 0.00 0.01 0.01
H -0.290 -8.289 1.740 -0.01 -0.01 0.01
H -1.053 -8.423 -0.610 -0.02 -0.02 0.00
H -1.365 -10.626 -1.683 -0.01 0.00 0.01
H -0.942 -12.695 -0.401 0.00 0.01 0.01
H -0.190 -12.562 1.948 0.00 0.01 -0.01
H 0.147 -10.359 3.015 -0.01 0.00 -0.01
```
Forces are in eV/Å.

***

LUMO energy for every record listed, in sequence, given in eV: 3.65, -2.71.